C35H44N6OP2Rh | ωB97M-V/def2-TZVPD

Calculated values
LUMO level (spin up / spin down) = -9.75 / -9.75 eV
Charge = +3
Orbital gap (spin up / spin down) = 6.096 / 6.095 eV

Each line ends with the Mulliken charge.
Atoms and positions in Å:
Rh  0.114  -1.110  0.186  0.034
C  -3.084  0.112  0.512  -1.722
P  -2.061  -1.341  0.767  1.860
C  -2.264  -1.696  2.525  -1.152
C  -2.738  -2.728  -0.159  -0.024
C  -4.096  -2.860  -0.430  -1.035
C  -4.545  -3.993  -1.095  -0.789
C  -3.650  -4.982  -1.484  -0.810
C  -2.295  -4.858  -1.210  -1.087
C  -1.837  -3.725  -0.546  0.711
P  -0.120  -3.440  -0.085  1.599
C  0.246  -4.423  1.389  -1.422
C  0.979  -4.154  -1.326  -1.592
H  -4.032  -0.056  1.029  0.706
H  -3.273  0.301  -0.540  0.286
H  -2.593  0.976  0.962  0.433
H  -3.331  -1.872  2.687  0.569
H  -1.953  -0.843  3.126  0.425
H  -1.712  -2.579  2.828  0.246
H  -4.806  -2.096  -0.139  0.493
H  -5.598  -4.103  -1.314  0.482
H  -4.011  -5.858  -2.008  0.469
H  -1.615  -5.639  -1.524  0.499
H  0.060  -5.472  1.151  0.610
H  -0.376  -4.135  2.232  0.284
H  1.296  -4.308  1.658  0.386
H  0.907  -5.240  -1.239  0.554
H  2.008  -3.860  -1.118  0.452
H  0.724  -3.848  -2.334  0.453
C  2.565  2.767  -3.256  -0.966
C  1.907  4.001  -2.712  1.591
C  1.750  5.142  -3.495  -1.033
C  1.185  6.300  -2.978  -0.664
C  0.759  6.350  -1.658  -0.831
C  0.891  5.228  -0.855  -0.133
C  1.454  4.077  -1.388  -0.906
N  1.579  2.915  -0.546  0.538
C  0.719  1.885  -0.556  -0.368
N  -0.310  2.060  -1.420  0.657
C  -1.382  1.307  -1.897  0.244
C  -1.338  -0.057  -2.220  0.341
C  -2.346  -0.684  -2.953  -0.296
C  -3.458  0.040  -3.322  -1.264
C  -3.522  1.392  -3.005  -0.987
C  -2.498  2.046  -2.326  0.860
C  -2.557  3.530  -2.101  -1.642
N  0.880  0.820  0.228  0.800
C  1.990  0.948  1.156  -1.426
C  1.885  1.780  2.266  0.121
C  2.959  1.913  3.130  -1.051
C  4.129  1.199  2.887  -0.834
C  4.217  0.360  1.790  -1.048
C  3.152  0.218  0.901  1.885
C  3.250  -0.688  -0.292  -0.741
H  2.800  2.893  -4.310  0.474
H  1.925  1.884  -3.167  0.073
H  3.497  2.558  -2.728  0.293
H  2.093  5.124  -4.522  0.449
H  1.087  7.172  -3.610  0.451
H  0.334  7.258  -1.254  0.436
H  0.572  5.244  0.180  0.524
H  2.341  2.870  0.114  0.175
H  -0.278  2.989  -1.832  -0.555
H  -2.246  -1.735  -3.197  0.598
H  -4.261  -0.436  -3.868  0.479
H  -4.385  1.969  -3.312  0.505
H  -3.544  3.915  -2.345  0.494
H  -1.842  4.046  -2.751  0.331
H  -2.327  3.805  -1.071  0.336
H  0.968  2.336  2.431  0.533
H  2.889  2.579  3.980  0.560
H  4.981  1.306  3.545  0.483
H  5.134  -0.186  1.606  0.500
H  4.187  -1.242  -0.280  0.564
H  3.188  -0.137  -1.233  0.157
H  2.446  -1.443  -0.306  -0.141
C  1.292  -0.406  5.396  -0.951
N  1.349  -1.558  4.479  0.191
C  1.923  -2.816  4.987  -0.857
C  0.997  -1.442  3.244  0.485
N  0.680  -1.336  2.134  -0.533
H  2.302  -0.158  5.719  0.361
H  0.681  -0.671  6.257  0.367
H  0.860  0.446  4.879  0.304
H  2.936  -2.627  5.339  0.331
H  1.951  -3.554  4.190  0.275
H  1.309  -3.184  5.807  0.338
O  0.235  -1.585  -2.601  -0.460
N  -0.282  -0.896  -1.776  0.666

=====

C35H45Br48O4 | ωB97M-V/def2-TZVPD

Calculated values
LUMO level = 0.88 eV
Charge = -1
Orbital gap = 3.612 eV

Each line ends with the Mulliken charge.
Atoms and positions in Å:
C  1.180  3.396  1.539  -0.777
C  1.872  3.699  0.154  0.306
C  1.498  2.635  -0.950  0.400
O  0.328  2.432  -1.204  -0.579
O  2.567  2.037  -1.593  -0.215
C  2.343  0.618  -1.748  0.176
C  2.753  -0.224  -0.498  -1.166
C  1.740  -0.135  0.711  0.481
C  2.301  -1.201  1.750  -0.510
C  1.597  -1.128  3.146  0.278
C  1.771  -2.425  4.072  -0.122
C  2.861  -3.452  3.598  -0.762
C  2.277  -4.617  2.683  -0.546
O  1.035  -5.129  3.177  -0.421
C  -0.023  -4.675  2.308  -0.065
C  0.334  -0.663  0.316  -0.558
O  -0.775  0.077  0.992  -0.261
C  -1.891  -0.735  0.793  0.228
C  -2.573  -0.711  -0.520  0.017
C  -3.724  -1.577  -0.781  -1.183
C  -4.160  -2.476  0.312  -1.613
C  -3.500  -2.477  1.634  -0.766
C  -2.360  -1.604  1.890  -0.157
H  1.985  3.226  2.298  0.265
H  0.624  4.321  1.844  0.319
H  0.547  2.482  1.511  -0.054
H  2.983  3.646  0.310  -0.170
H  1.631  4.697  -0.283  0.390
H  3.018  0.289  -2.591  0.282
H  1.310  0.414  -2.108  -0.394
H  3.786  0.075  -0.171  0.391
H  2.833  -1.330  -0.776  0.196
H  2.102  -2.219  1.307  -0.400
H  3.406  -1.035  1.814  0.526
H  0.490  -0.948  3.055  -0.452
H  1.979  -0.237  3.732  0.192
H  2.096  -2.072  5.101  0.056
H  0.763  -2.889  4.232  0.226
H  3.217  -3.984  4.527  0.444
H  3.770  -2.996  3.143  0.275
H  2.264  -4.353  1.599  0.292
H  3.019  -5.463  2.789  0.324
H  -0.970  -5.134  2.678  0.003
H  -0.112  -3.562  2.382  -0.009
H  0.137  -4.984  1.245  0.350
H  0.193  -1.755  0.602  0.131
H  0.108  -0.606  -0.785  0.094
H  -2.141  -0.005  -1.271  0.417
H  -4.223  -1.573  -1.763  0.938
H  -5.013  -3.158  0.091  1.068
H  -3.851  -3.138  2.452  0.803
H  -1.815  -1.555  2.860  0.481
C  5.305  6.323  1.661  -0.374
Br  3.614  6.906  0.930  -0.056
Br  5.175  5.900  3.547  -0.038
Br  6.040  4.853  0.650  0.067
H  5.995  7.154  1.570  0.392
C  4.424  4.299  -4.104  0.102
Br  4.372  3.847  -5.984  0.020
Br  5.931  3.490  -3.206  0.011
Br  4.366  6.213  -3.823  -0.041
H  3.527  3.883  -3.653  -0.101
C  -1.279  1.428  -4.073  0.293
Br  -0.203  2.373  -5.370  -0.104
Br  -3.174  1.661  -4.405  -0.033
Br  -0.800  -0.440  -3.952  -0.068
H  -1.068  1.874  -3.103  -0.098
C  -6.824  0.443  -2.106  -0.113
Br  -7.055  2.220  -1.374  -0.032
Br  -6.235  -0.819  -0.757  0.236
Br  -8.418  -0.167  -3.028  -0.062
H  -6.035  0.507  -2.849  0.045
C  6.884  -0.365  -2.879  -0.221
Br  8.128  -1.217  -4.094  0.025
Br  5.828  -1.649  -1.898  0.024
Br  7.775  0.872  -1.690  -0.033
H  6.195  0.215  -3.484  0.181
C  -2.019  -8.461  1.047  -0.233
Br  -2.939  -6.762  1.028  0.040
Br  -2.511  -9.561  -0.468  -0.050
Br  -0.103  -8.234  1.181  -0.021
H  -2.340  -8.987  1.939  0.221
C  -8.304  -1.896  3.209  0.148
Br  -8.215  -3.220  4.616  -0.003
Br  -6.699  -1.914  2.124  0.106
Br  -9.908  -2.082  2.138  -0.022
H  -8.355  -0.924  3.690  -0.219
C  -6.145  -3.283  8.075  -0.361
Br  -7.770  -2.229  8.060  -0.022
Br  -5.144  -3.095  6.429  0.062
Br  -5.053  -2.895  9.624  -0.058
H  -6.442  -4.323  8.148  0.375
C  9.082  5.375  4.202  0.048
Br  8.695  4.891  6.034  -0.004
Br  10.539  6.644  4.086  -0.025
Br  9.396  3.819  3.100  0.009
H  8.198  5.868  3.811  -0.048
C  -5.951  -8.374  3.816  -0.355
Br  -6.843  -6.660  3.780  0.071
Br  -6.427  -9.468  2.293  -0.039
Br  -4.036  -8.166  3.977  -0.016
H  -6.294  -8.895  4.702  0.335
C  10.748  -2.796  -7.431  -0.298
Br  9.054  -2.179  -8.130  -0.020
Br  10.634  -3.218  -5.547  -0.043
Br  11.452  -4.278  -8.457  -0.043
H  11.451  -1.977  -7.532  0.367
C  1.109  0.196  7.623  -0.336
Br  1.318  -1.110  9.037  -0.043
Br  2.688  0.311  6.514  -0.044
Br  -0.480  -0.131  6.571  0.008
H  0.983  1.161  8.099  0.371
C  -3.727  6.092  -5.313  -0.388
Br  -2.095  5.670  -4.367  0.040
Br  -3.651  5.526  -7.162  0.059
Br  -5.284  5.383  -4.409  -0.011
H  -3.824  7.171  -5.315  0.319
C  -5.488  6.609  -11.193  -0.315
Br  -3.923  5.566  -10.745  -0.033
Br  -7.101  5.543  -11.129  -0.007
Br  -5.631  8.195  -10.096  -0.012
H  -5.366  6.940  -12.218  0.340
C  -10.957  1.328  5.162  -0.360
Br  -10.867  -0.002  6.564  -0.001
Br  -9.360  1.328  4.072  0.001
Br  -12.556  1.136  4.091  -0.009
H  -11.012  2.297  5.645  0.362
C  6.779  4.012  -9.829  -0.299
Br  5.157  2.958  -9.813  -0.046
Br  6.860  5.182  -11.368  -0.034
Br  7.016  4.982  -8.175  -0.009
H  7.608  3.318  -9.913  0.356

=====

Question: The lowest charge belongs to which entry?
Answer: C35H45Br48O4

=====

Question: Among the records above, which one has the lowest charge?
Answer: C35H45Br48O4

=====

Question: Which of these has the highest charge?
Answer: C35H44N6OP2Rh